1.
{
  "formula": "C8H10BrN4",
  "method": "ωB97M-V with the def2-TZVPD basis set",
  "symbols": ["N", "C", "C", "C", "N", "N", "Br", "C", "H", "H", "H", "H", "H", "N", "C", "C", "C", "C", "H", "H", "H", "H", "H"],
  "positions_angstrom": [[5.097, -1.156, 0.643], [4.088, -0.095, 0.650], [4.533, 1.415, 0.709], [3.330, 2.433, 0.659], [1.965, 2.076, 0.607], [1.691, 0.786, 0.578], [-0.165, 0.374, 0.531], [2.539, -0.359, 0.572], [5.247, -1.427, 1.628], [5.981, -0.695, 0.340], [5.615, 1.750, 0.780], [3.593, 3.553, 0.667], [2.140, -1.423, 0.513], [-5.507, -0.874, -1.514], [-5.472, -0.773, -0.149], [-4.164, -0.602, 0.230], [-3.381, -0.594, -0.951], [-4.238, -0.761, -2.012], [-6.338, -1.010, -2.066], [-6.379, -0.834, 0.433], [-3.810, -0.494, 1.245], [-2.309, -0.478, -1.019], [-4.054, -0.810, -3.074]],
  "nbo_charge": [-0.7952, 0.2117, -0.1884, 0.0396, -0.1608, -0.1683, 0.3925, 0.0266, 0.4062, 0.3931, 0.2756, 0.2688, 0.2947, -0.4948, -0.0655, -0.3078, -0.3258, -0.0637, 0.4212, 0.2200, 0.2142, 0.1890, 0.2170],
  "e_above_lowest_ev": 4.501,
  "spin_multiplicity": 1,
  "e_tot_ev": -84449.373,
  "homo_lumo_gap_ha": 0.180,
  "charge": 1,
  "max_force_ev_per_a": 5.566
}


2.
{
  "formula": "C3H9NO2",
  "method": "ωB97M-V with the def2-TZVPD basis set",
  "symbols": ["N", "C", "O", "H", "H", "H", "C", "C", "O", "H", "H", "H", "H", "H", "H"],
  "positions_angstrom": [[-2.142, 2.332, 1.984], [-2.568, 1.985, 0.720], [-1.921, 1.124, 0.154], [-1.167, 2.080, 1.995], [-2.580, 3.050, 2.543], [-3.462, 2.498, 0.359], [0.756, -1.208, -0.437], [2.073, -1.864, -0.837], [2.308, -1.644, -2.250], [0.541, -1.258, 0.642], [0.640, -0.120, -0.742], [-0.143, -1.689, -0.822], [1.992, -2.969, -0.802], [2.875, -1.498, -0.215], [2.797, -0.817, -2.293]],
  "nbo_charge": [-0.8395, 0.5205, -0.6025, 0.4064, 0.3951, 0.1209, -0.6449, -0.0760, -0.7211, 0.2074, 0.2170, 0.2177, 0.1785, 0.1618, 0.4586],
  "e_above_lowest_ev": 1.494,
  "spin_multiplicity": 1,
  "e_tot_ev": -8841.461,
  "homo_lumo_gap_ha": 0.403,
  "charge": 0,
  "smiles": "NC=O.CCO",
  "max_force_ev_per_a": 2.011
}


3.
{
  "formula": "C16H15BrCl4O2SiY",
  "method": "ωB97M-V with the def2-TZVPD basis set",
  "symbols": ["Y", "Cl", "C", "C", "Cl", "C", "Cl", "C", "O", "C", "O", "C", "Cl", "C", "Si", "C", "C", "C", "H", "H", "H", "H", "H", "H", "H", "H", "H", "H", "H", "Br", "C", "C", "C", "C", "C", "C", "H", "H", "H", "H"],
  "positions_angstrom": [[0.178, 0.539, 0.256], [3.971, 0.225, 6.003], [3.448, 0.017, 4.365], [4.343, -0.370, 3.384], [6.004, -0.661, 3.784], [3.908, -0.526, 2.063], [5.008, -1.009, 0.815], [2.582, -0.304, 1.706], [2.128, -0.444, 0.471], [1.662, 0.091, 2.722], [0.396, 0.292, 2.365], [2.108, 0.245, 4.027], [0.954, 0.732, 5.223], [-4.934, 1.191, -0.913], [-3.075, 1.482, -0.787], [-2.836, 2.763, 0.583], [-2.561, 2.221, -2.449], [-2.082, -0.019, -0.447], [-5.464, 2.114, -1.166], [-5.336, 0.827, 0.037], [-5.158, 0.444, -1.679], [-2.146, 3.558, 0.293], [-2.438, 2.319, 1.502], [-3.789, 3.227, 0.851], [-2.581, 3.314, -2.434], [-3.233, 1.885, -3.243], [-1.548, 1.923, -2.730], [-2.192, -0.727, -1.280], [-2.494, -0.520, 0.445], [1.238, 7.521, 0.111], [1.047, 5.629, 0.054], [0.835, 5.008, -1.165], [0.684, 3.625, -1.187], [0.745, 2.822, -0.038], [0.981, 3.517, 1.159], [1.119, 4.901, 1.228], [0.780, 5.596, -2.072], [0.498, 3.174, -2.159], [1.030, 2.976, 2.101], [1.281, 5.406, 2.171]],
  "nbo_charge": [2.2494, 0.0082, -0.1079, -0.0973, 0.0077, -0.1484, 0.0056, 0.3178, -0.8928, 0.2329, -0.8864, -0.1135, 0.0077, -1.1092, 1.6369, -1.1234, -1.1067, -1.6290, 0.2194, 0.2251, 0.2223, 0.2462, 0.2327, 0.2291, 0.2322, 0.2243, 0.2204, 0.2352, 0.2377, 0.0023, -0.0940, -0.2717, -0.2109, -0.5889, -0.2336, -0.2041, 0.2134, 0.1897, 0.2125, 0.2091],
  "e_above_lowest_ev": 0.099,
  "spin_multiplicity": 1,
  "e_tot_ev": -149988.240,
  "homo_lumo_gap_ha": 0.271,
  "charge": -1,
  "max_force_ev_per_a": 0.421
}


4.
{
  "formula": "C25H15Cl5FeNOS4",
  "method": "ωB97M-V with the def2-TZVPD basis set",
  "symbols": ["Fe", "S", "C", "C", "C", "C", "C", "C", "S", "C", "C", "C", "C", "C", "C", "C", "S", "C", "C", "C", "C", "C", "C", "S", "N", "H", "H", "H", "H", "H", "H", "H", "H", "H", "H", "H", "H", "H", "H", "H", "Cl", "C", "C", "Cl", "C", "Cl", "C", "O", "C", "Cl", "C", "Cl"],
  "positions_angstrom": [[0.383, 0.640, -0.293], [0.598, 2.918, -0.299], [-0.838, 3.520, 0.540], [-0.700, 4.630, 1.377], [-1.784, 5.178, 2.041], [-3.052, 4.640, 1.877], [-3.224, 3.553, 1.037], [-2.134, 2.982, 0.389], [-2.324, 1.612, -0.707], [-3.481, 0.472, 0.183], [-2.964, -0.968, 0.159], [-3.621, -2.083, 0.667], [-2.958, -3.288, 0.879], [-1.636, -3.686, 0.590], [-0.503, -3.344, -0.074], [2.025, -1.787, -0.892], [2.547, -1.030, 0.453], [1.672, -1.855, 1.779], [2.159, -3.116, 2.115], [1.616, -3.793, 3.189], [0.597, -3.189, 3.925], [0.123, -1.936, 3.589], [0.640, -1.230, 2.493], [-0.007, 0.325, 2.050], [-1.690, -0.957, -0.170], [0.289, 5.049, 1.506], [-1.638, 6.033, 2.689], [-3.905, 5.073, 2.384], [-4.216, 3.151, 0.872], [-4.471, 0.515, -0.269], [-3.544, 0.791, 1.224], [-4.641, -1.973, 1.012], [-3.519, -4.055, 1.395], [-1.440, -4.683, 0.991], [2.663, -1.857, -1.773], [0.420, -3.886, -0.146], [2.966, -3.555, 1.541], [1.990, -4.770, 3.464], [0.169, -3.709, 4.772], [-0.678, -1.486, 4.160], [-2.822, -3.071, -5.643], [-1.890, -2.025, -4.642], [-1.523, -2.433, -3.370], [-2.015, -3.957, -2.758], [-0.749, -1.544, -2.642], [-0.388, -1.718, -0.794], [-0.209, -0.315, -3.060], [0.519, 0.397, -2.298], [-0.684, 0.073, -4.344], [-0.188, 1.618, -4.891], [-1.483, -0.761, -5.106], [-1.995, -0.237, -6.657]],
  "nbo_charge": [1.0829, -0.3602, -0.1406, -0.2188, -0.1997, -0.2503, -0.1567, -0.2533, 0.2887, -0.5561, 0.2569, -0.2665, -0.2263, -0.2259, -0.3252, -0.5788, 0.5509, -0.1879, -0.2253, -0.2516, -0.1740, -0.2222, -0.1878, -0.2816, -0.7504, 0.2241, 0.2122, 0.2114, 0.2004, 0.2372, 0.2588, 0.2237, 0.2205, 0.2510, 0.2047, 0.2603, 0.2223, 0.2207, 0.2183, 0.2281, 0.0620, -0.1292, -0.0755, 0.0828, -0.1128, 1.0801, 0.3198, -0.7899, -0.0615, 0.0793, -0.0683, 0.0794],
  "e_above_lowest_ev": 14.318,
  "spin_multiplicity": 6,
  "e_tot_ev": -170034.589,
  "homo_lumo_gap_ha": [0.200, 0.199],
  "charge": 0,
  "max_force_ev_per_a": 3.397
}


What did the first record say?
{
  "formula": "C8H10BrN4",
  "method": "ωB97M-V with the def2-TZVPD basis set",
  "symbols": ["N", "C", "C", "C", "N", "N", "Br", "C", "H", "H", "H", "H", "H", "N", "C", "C", "C", "C", "H", "H", "H", "H", "H"],
  "positions_angstrom": [[5.097, -1.156, 0.643], [4.088, -0.095, 0.650], [4.533, 1.415, 0.709], [3.330, 2.433, 0.659], [1.965, 2.076, 0.607], [1.691, 0.786, 0.578], [-0.165, 0.374, 0.531], [2.539, -0.359, 0.572], [5.247, -1.427, 1.628], [5.981, -0.695, 0.340], [5.615, 1.750, 0.780], [3.593, 3.553, 0.667], [2.140, -1.423, 0.513], [-5.507, -0.874, -1.514], [-5.472, -0.773, -0.149], [-4.164, -0.602, 0.230], [-3.381, -0.594, -0.951], [-4.238, -0.761, -2.012], [-6.338, -1.010, -2.066], [-6.379, -0.834, 0.433], [-3.810, -0.494, 1.245], [-2.309, -0.478, -1.019], [-4.054, -0.810, -3.074]],
  "nbo_charge": [-0.7952, 0.2117, -0.1884, 0.0396, -0.1608, -0.1683, 0.3925, 0.0266, 0.4062, 0.3931, 0.2756, 0.2688, 0.2947, -0.4948, -0.0655, -0.3078, -0.3258, -0.0637, 0.4212, 0.2200, 0.2142, 0.1890, 0.2170],
  "e_above_lowest_ev": 4.501,
  "spin_multiplicity": 1,
  "e_tot_ev": -84449.373,
  "homo_lumo_gap_ha": 0.180,
  "charge": 1,
  "max_force_ev_per_a": 5.566
}